Entry 1:
# C4H7NO2

A gas-phase ion, C4H7NO2 (charge +1) (the ωB97M-V functional and the def2-TZVPD basis, the OMol25 dataset).

Summary:
Kohn-Sham gap (alpha / beta)	8.118 / 4.362	eV
HOMO energy (alpha / beta)	-0.52290 / -0.51897	Ha
<S²>	0.7575
energy above the lowest of the compared OMol25 structures with the same formula, charge and spin	0.953	eV
spin multiplicity	2
charge	+1
calculated total energy	-9835.954	eV

Element x y z (Å)
O (-0.6719, 1.1453, -1.5568)
O (2.1383, -1.5416, 1.3434)
N (-2.1511, 1.1084, 0.2060)
C (-0.3458, -0.5760, 0.0028)
C (-1.1362, 0.6120, -0.5721)
C (1.1516, -0.4669, -0.5250)
C (2.0461, -0.5570, 0.6753)
H (2.4798, 0.3465, 1.1643)
H (-0.4829, -0.5951, 1.0777)
H (1.2338, 0.5089, -1.0076)
H (-1.8890, 1.3315, 1.1548)
H (-2.9910, 1.4479, -0.2298)
H (-0.6825, -1.4775, -0.5099)
H (1.3007, -1.2864, -1.2231)

Entry 2:
# C5H12N2

A single C5H12N2 molecule (the ωB97M-V functional and the def2-TZVPD basis, the OMol25 dataset).

Summary:
SMILES	C=C[C@@H](C)C(N)N
Kohn-Sham gap	10.128	eV
HOMO energy	-0.33178	Ha
energy above the lowest of the compared OMol25 structures with the same formula, charge and spin	1.365	eV
charge	0
calculated total energy	-8358.771	eV

Element x y z (Å)
N (-1.6258, -0.7425, 0.5849)
N (-1.1193, 1.6283, 0.0459)
C (0.6952, -1.2941, -1.5648)
C (1.0544, -0.1917, 0.6702)
C (-0.9770, 0.2207, -0.2834)
C (1.6564, 0.7534, 1.4126)
C (0.6070, -0.0348, -0.7321)
H (0.1885, -1.1506, -2.5209)
H (-1.3521, -0.5978, 1.5507)
H (-1.4929, 0.0963, -1.2448)
H (1.9275, 0.5740, 2.4407)
H (1.7380, -1.5528, -1.7446)
H (0.9953, 0.8647, -1.2091)
H (0.9661, -1.1931, 1.0766)
H (-2.0990, 1.8777, 0.1315)
H (1.9354, 1.7078, 0.9927)
H (0.2090, -2.1291, -1.0644)
H (-0.6718, 1.8297, 0.9342)
H (-2.6349, -0.6661, 0.5241)

Entry 3:
# C4H8OS

A single C4H8OS molecule (the ωB97M-V functional and the def2-TZVPD basis, the OMol25 dataset).

Summary:
SMILES	OC1(CS)CC1
Kohn-Sham gap	10.118	eV
HOMO energy	-0.34261	Ha
energy above the lowest of the compared OMol25 structures with the same formula, charge and spin	1.168	eV
charge	0
calculated total energy	-17159.282	eV

Element x y z (Å)
S (-2.5099, -0.1305, -0.2964)
O (0.1475, 1.6563, -0.0956)
C (0.9394, -0.5947, -1.0099)
C (-0.9649, -0.2712, 0.7284)
C (1.5604, -0.3371, 0.3586)
C (0.2309, 0.2841, -0.0088)
H (-2.7349, 1.1554, -0.0417)
H (-0.8582, -1.3202, 0.9899)
H (0.3980, -1.5504, -1.1802)
H (1.4324, -0.1001, -1.8393)
H (-0.5127, 1.8305, -0.7426)
H (-1.1404, 0.2350, 1.7142)
H (1.6176, -1.1505, 1.0943)
H (2.3949, 0.2933, 0.3291)

Entry 4:
# C26H49NO4PdSi2

A molecular structure, C26H49NO4PdSi2 (the ωB97M-V functional and the def2-TZVPD basis, the OMol25 dataset).

Summary:
Kohn-Sham gap (alpha / beta)	3.410 / 6.712	eV
HOMO energy (alpha / beta)	-0.13587 / -0.25736	Ha
<S²>	2.0296
energy above the lowest of the compared OMol25 structures with the same formula, charge and spin	1.808	eV
spin multiplicity	3
charge	0
calculated total energy	-56668.646	eV

Element x y z (Å)
Pd (-0.9754, -1.2757, 1.8960)
Si (-3.7188, -1.9664, 2.5806)
Si (-0.1142, -2.8470, -0.7971)
O (2.8695, -0.4881, 2.9223)
O (1.8428, 2.1369, -3.1817)
O (0.9112, -1.6478, 2.8281)
O (3.2393, 0.2766, -3.2201)
N (-0.4208, 0.6839, 2.7943)
C (0.6551, 2.9479, 4.0142)
C (-2.5767, 1.8074, 2.5192)
C (1.4438, 1.8515, 3.7644)
C (-0.5604, 1.6731, -2.7132)
C (3.2194, 3.8313, -2.1435)
C (-3.9416, -3.8211, 2.3844)
C (-1.0756, -2.6292, -2.4013)
C (3.2052, -0.4971, -4.4488)
C (-5.3481, -1.0170, 2.5877)
C (-2.9090, 3.9824, 3.5392)
C (1.7211, -3.0911, -1.1126)
C (4.1124, -0.2321, -2.1774)
C (-0.2872, -1.1960, 0.1103)
C (-0.7241, -4.3851, 0.0604)
C (-0.7086, 2.9338, 3.6491)
C (1.9026, 3.1216, -2.0446)
C (-2.7884, -1.4135, 1.0628)
C (1.6375, -0.5698, 2.9653)
C (3.5449, 0.3476, -5.6469)
C (0.5242, 1.8332, -3.7486)
C (0.8529, 0.7082, 3.1860)
C (-1.2324, 1.7722, 2.9612)
C (-2.9017, -1.6486, 4.2481)
C (-1.5850, 4.0082, 3.9503)
C (3.7375, 0.2904, -0.8200)
C (-3.3989, 2.8889, 2.8035)
H (-3.2037, -0.6753, 4.6550)
H (4.5790, 0.6978, -5.5850)
H (2.8732, 1.2072, -5.7526)
H (3.3075, 4.5532, -1.3260)
H (-5.7452, -0.9297, 1.5666)
H (-5.0042, -4.0612, 2.2408)
H (4.0526, -1.3253, -2.1994)
H (3.2841, 4.3807, -3.0900)
H (1.0641, 3.8316, 4.5061)
H (-0.0686, -5.2250, -0.2197)
H (2.5387, 1.3129, -3.1697)
H (-1.1814, 4.8494, 4.5194)
H (-2.9501, 0.9524, 1.9593)
H (0.7243, -0.7327, 0.2071)
H (-1.7460, -4.6453, -0.2425)
H (-6.0918, -1.5380, 3.2066)
H (-1.0665, -3.5691, -2.9704)
H (-2.7013, -2.1717, 0.2676)
H (1.7737, 2.5603, -1.1056)
H (3.9131, -1.3236, -4.3345)
H (-0.5280, 0.6633, -2.2881)
H (0.3184, 2.6608, -4.4296)
H (0.6620, 0.9257, -4.3438)
H (-3.2538, -2.4380, 4.9279)
H (2.3080, -2.6617, -0.2901)
H (4.5373, 0.0329, -0.1160)
H (2.4980, 1.7942, 4.0061)
H (2.0472, -2.6294, -2.0533)
H (3.6026, 1.3766, -0.7998)
H (-0.6378, -1.8428, -3.0323)
H (-0.9290, -0.4444, -0.3866)
H (1.9473, -4.1636, -1.1616)
H (-4.4315, 2.8849, 2.4551)
H (-1.7983, -1.6838, 4.2252)
H (1.0660, 3.8093, -2.1902)
H (2.8319, -0.1956, -0.4383)
H (-0.6937, -4.2844, 1.1524)
H (-3.5691, 4.8169, 3.7832)
H (-2.9987, -0.4433, 0.5884)
H (-3.5935, -4.3518, 3.2813)
H (-2.1227, -2.3614, -2.2069)
H (-0.4854, 2.4109, -1.9092)
H (3.4629, -0.2665, -6.5466)
H (-1.5330, 1.8077, -3.1961)
H (-5.2148, -0.0037, 2.9934)
H (2.1920, -0.9121, -4.5273)
H (4.0581, 3.1295, -2.0710)
H (-3.3834, -4.2011, 1.5201)
H (5.1367, 0.0524, -2.4514)

One value per record, in order, for maximum force: 1.95; 3.53; 1.93; 2.81 eV Å⁻¹.